(1)
11
Properties=species:S:1:pos:R:3:forces:R:3:nbo_charge:R:1 method="wB97M-V/def2-TZVPD" charge=0 homo_lumo_gap_ha=0.317 de_lowest_kcal_mol=68.1 e_tot_ev=-21624.936 fmax_ev_per_a=1.5 smiles="C=NOC(=O)C(O)=S"
C 2.62135 -0.77527 0.05861 -0.41 0.34 -0.33 -0.11
H 2.34182 -1.82966 0.12960 -0.36 0.33 0.00 0.19
N 1.82196 0.21781 -0.02944 1.08 -0.51 -0.17 -0.10
O 0.51578 -0.23658 -0.02137 -1.34 0.25 0.41 -0.39
O -2.66645 1.11832 0.25312 -0.69 -0.16 0.49 -0.61
H 3.67624 -0.56461 -0.02007 0.08 0.32 0.20 0.20
C -0.44920 0.75317 -0.13992 1.17 -0.73 -0.58 0.70
C -1.82605 0.12710 0.02474 -0.07 -0.55 -0.48 0.12
H -3.55376 0.74362 0.41658 0.29 0.09 -0.23 0.50
O -0.27106 1.88772 -0.44338 0.07 -0.25 0.35 -0.48
S -2.21062 -1.44162 -0.22847 0.18 0.84 0.33 -0.02

***

(2)
21
Properties=species:S:1:pos:R:3:forces:R:3:nbo_charge:R:1 method="wB97M-V/def2-TZVPD" s_squared=2.0277 charge=+1 homo_lumo_gap_ha="0.225 / 0.248" spin_multiplicity=3 de_lowest_kcal_mol=36.5 e_tot_ev=-13926.377 fmax_ev_per_a=6.8
H -0.58106 -1.31656 -2.61412 -0.24 0.13 -0.12 0.23
C 1.05270 0.71946 1.26494 0.30 -1.61 -1.42 -0.19
N -0.43002 0.39801 1.14434 2.68 -2.78 0.03 -0.40
H 1.10107 1.71832 0.97990 0.49 1.86 -0.32 0.20
C 1.22124 -0.94677 -1.68127 1.99 -0.54 -0.69 -0.07
H -1.96879 2.71604 -0.55732 -0.80 -0.40 -1.19 0.44
C -0.13969 -1.13225 -1.65137 -0.52 -0.85 1.55 -0.26
H -0.11011 -1.71050 1.48670 2.82 -1.61 0.64 0.25
C -1.10196 -1.16013 -0.49817 0.99 -1.88 -0.26 0.02
C -1.21272 0.95769 0.24589 -1.57 0.87 -1.53 0.82
H -1.77307 -2.04162 -0.62129 0.02 1.01 -0.16 0.25
O -1.82799 0.06966 -0.56706 -0.94 3.13 0.95 -0.42
H 3.33847 0.06820 0.60246 -0.13 0.15 0.98 0.25
C -0.73133 -1.09554 0.97102 -0.89 2.67 -1.16 -0.24
N 2.15361 -0.69337 -0.75276 -3.93 -1.14 -5.37 -0.16
H -1.62522 -1.28503 1.48805 -1.62 0.11 0.67 0.23
C 2.30870 -0.10186 0.31918 -0.77 2.54 5.30 -0.12
H 1.52431 -0.99454 -2.74370 0.73 0.20 0.77 0.24
H 1.33550 0.58725 2.28649 0.26 -0.17 0.48 0.24
H -1.03379 2.97451 0.70857 0.68 -0.08 1.16 0.43
N -1.49984 2.26903 0.18952 0.46 -1.60 -0.29 -0.73

***

(3)
48
Properties=species:S:1:pos:R:3:forces:R:3:nbo_charge:R:1 method="wB97M-V/def2-TZVPD" s_squared=8.7578 charge=+1 homo_lumo_gap_ha="0.358 / 0.291" spin_multiplicity=6 e_tot_ev=-73430.858 fmax_ev_per_a=1.2
H -2.00040 2.33409 -2.10671 0.00 -0.15 0.18 0.22
O 0.76484 -1.35028 -0.84192 -0.04 0.52 -0.51 -0.78
H 1.29324 3.43525 0.96586 -0.01 0.01 -0.14 0.18
H -1.53866 -0.13261 4.74400 0.11 0.11 0.00 0.23
H -1.44254 2.85823 0.48897 -0.26 -0.40 0.14 0.52
C 0.59668 -1.91196 -2.16479 0.36 -0.92 -0.65 0.09
H 1.40679 -1.90844 -0.39057 0.03 0.13 0.24 0.50
H -0.24233 -3.69129 -3.05167 0.01 0.07 -0.02 0.23
H 0.05365 3.79390 2.16516 -0.12 0.10 0.00 0.20
O -0.53565 2.54904 0.60032 0.26 0.57 0.18 -0.77
O -0.39124 -0.63246 1.61431 0.53 -0.01 0.12 -0.78
C 2.73751 1.04436 -0.39969 0.20 0.27 -0.44 -0.26
H 3.64790 0.72499 0.10311 -0.04 -0.15 -0.01 0.21
O -1.70921 -0.75635 -0.96336 0.23 -0.28 -0.50 -1.00
C 0.66153 -1.35408 3.67348 0.59 0.06 -0.03 -0.64
O -3.76710 0.45374 -1.55832 0.24 0.06 0.06 -0.95
H 1.80932 -2.43956 -3.86144 -0.06 0.01 0.02 0.24
H 1.60035 -1.46089 3.12010 -0.15 -0.06 -0.13 0.21
H 0.97166 -1.02775 4.66726 -0.28 0.01 0.06 0.24
H 2.37396 -1.01515 -3.01671 0.11 -0.06 0.06 0.20
H -0.92612 2.52476 -3.50929 0.04 0.08 0.14 0.20
C 1.94567 -2.00972 -2.86793 -0.01 0.18 -0.20 -0.63
H 0.64600 1.55936 -2.49739 0.21 -0.17 0.30 0.52
H 1.89525 1.13448 1.34274 -0.38 -0.02 0.23 0.51
H 0.55719 -3.97205 -1.51308 0.10 0.09 -0.10 0.20
H 0.19972 -2.33780 3.76855 -0.14 0.05 -0.06 0.22
H -0.01931 4.55308 0.53933 0.07 0.13 0.06 0.20
H -1.73813 0.98390 -3.24792 -0.17 -0.08 0.22 0.22
H -0.02132 -1.26482 -2.78356 -0.20 0.37 0.57 0.20
O -2.34517 0.91494 0.38773 0.00 0.70 0.05 -1.02
C 0.23888 3.66066 1.10085 0.09 -0.38 -0.05 -0.24
C -1.28594 1.83355 -2.74790 0.15 0.00 -0.61 -0.25
C -0.23546 -0.31896 3.01980 -0.07 -0.08 0.76 0.10
S -3.05494 -0.15556 -0.47511 -0.37 0.00 -0.24 2.56
C -0.07267 -3.26216 -2.06418 -0.06 -0.53 0.29 -0.64
H 0.26611 0.64981 3.09363 -0.03 0.05 -0.40 0.17
C -1.59981 -0.22298 3.66093 -0.54 -0.21 -0.18 -0.64
H -1.02506 -3.22842 -1.53795 -0.04 0.26 -0.09 0.24
H 2.67354 -2.64649 -2.35949 -0.09 0.05 0.20 0.21
O 1.59984 0.88312 0.46372 0.61 0.12 -0.19 -0.77
H -0.70870 -1.54109 1.54635 -0.25 -0.02 -0.24 0.52
O -0.13376 1.36893 -1.96897 -0.14 0.40 -0.46 -0.79
H -2.18024 -1.12622 3.44293 0.14 -0.05 0.07 0.23
Fe -0.46008 0.48517 -0.14156 -0.75 -0.69 0.62 1.88
H 2.57888 0.44643 -1.29216 -0.02 -0.19 0.13 0.20
H 2.87010 2.08390 -0.71334 -0.16 0.03 0.18 0.19
O -3.76412 -1.10379 0.31606 0.18 -0.08 0.34 -0.93
H -2.19071 0.59523 3.24986 0.15 0.10 0.04 0.24

***

(4)
104
Properties=species:S:1:pos:R:3:forces:R:3:mulliken_charge:R:1 method="wB97M-V/def2-TZVPD" s_squared=8.7763 charge=0 homo_lumo_gap_ha="0.182 / 0.232" spin_multiplicity=6 de_lowest_kcal_mol=53.2 e_tot_ev=-240731.576 fmax_ev_per_a=6.4
C -4.48381 2.72857 -2.79317 -1.14 0.35 0.58 0.04
H 2.28310 -2.02587 5.91708 0.02 -0.18 0.03 0.54
C -6.01273 0.92022 -1.25173 1.13 -2.08 -0.24 -0.73
C 3.98291 -3.10105 2.14593 -0.44 -0.67 1.69 -0.22
H 5.47547 2.15535 -1.40732 -0.23 0.52 0.35 0.39
H -3.28940 0.24124 3.07644 0.01 -0.54 -1.32 0.39
H 6.30051 -1.39744 1.93099 -0.02 -0.20 0.29 0.44
C -2.16235 4.56462 0.57742 -1.84 0.17 -1.23 0.06
P 3.60495 -0.33341 2.36363 -0.39 1.95 0.57 0.87
C -1.96564 5.79930 1.41932 -0.04 1.26 -0.35 0.45
C -3.04643 -0.64176 2.43542 1.00 -2.70 0.84 -0.66
H 3.74731 -5.29367 2.01608 0.23 0.38 0.21 0.41
C -0.08302 1.01971 5.27826 1.15 -0.66 -0.48 -0.36
N 2.33188 -1.23714 -0.01628 -1.74 2.21 1.76 -0.63
Se -1.99280 -0.00935 -2.93472 0.09 -1.55 -1.20 -0.13
C -1.34096 -2.35237 1.76606 -0.46 3.33 1.17 -0.17
H -0.66479 1.90842 5.12546 -0.31 0.10 -0.37 0.44
H 7.92755 -0.84486 0.23019 1.76 -0.67 -0.09 0.45
H -7.18018 0.66619 -2.98910 -0.86 0.33 -0.24 0.41
C 0.55651 0.86556 6.52505 -1.01 -0.78 -0.23 -0.83
H -0.68661 -3.02083 -2.26545 0.19 -0.38 -0.65 0.18
H -2.44963 -3.49849 -4.93322 0.19 1.22 -0.28 0.19
C 0.83897 -0.01861 1.24839 0.29 -1.04 -1.31 0.53
H 1.87038 -0.34296 7.67519 0.20 -0.12 0.85 0.42
H -0.27487 -3.79438 -3.94493 -0.39 0.38 0.50 0.48
C -2.44159 -2.56035 -5.54904 1.38 -1.53 1.94 -0.25
H -6.08522 2.70642 -4.24312 0.07 -0.89 1.16 0.31
H 3.69011 1.73966 0.47452 0.10 -0.11 -0.63 0.29
H 4.48469 -5.59985 4.38914 0.00 -0.31 0.27 0.42
H -2.02455 -4.18946 1.11205 -0.81 0.74 1.20 0.26
C 4.90970 0.19973 1.28787 1.50 -2.39 -0.55 0.57
N -3.02966 3.08986 -0.89296 -0.38 -0.16 -0.68 0.26
C -0.12331 -2.97877 -3.21531 0.49 0.40 0.10 -1.29
H 1.30171 -1.78003 3.77284 -0.32 0.05 -0.56 0.70
C -2.37186 -3.25394 1.65613 5.03 -2.80 -2.81 -0.67
H -3.87310 3.48751 -3.37458 -0.92 -1.06 0.92 0.41
C 0.71929 2.07237 -1.67199 1.34 1.85 -1.22 0.82
H 1.33515 -0.45291 -5.40780 0.01 0.06 -1.93 0.51
C -1.66844 -0.42250 -6.33445 0.91 -0.87 1.39 -0.37
C 4.10721 -1.94137 2.99893 -0.48 -2.11 0.32 0.29
C 4.68499 -3.50667 4.78351 0.22 1.81 0.49 -0.54
H 1.31181 0.24809 -3.86247 0.05 -0.53 0.01 0.21
H 1.95056 -1.36992 -4.05293 0.76 -0.63 0.24 0.42
H 0.83653 3.27447 -3.46021 0.14 -0.03 0.00 0.44
P -0.40715 -1.33904 -3.96948 -2.30 0.04 -0.04 0.97
H -5.07401 -1.44497 2.25712 0.20 -0.12 0.28 0.42
H 4.53944 -1.33645 5.08916 0.01 -0.42 -0.90 0.52
C -6.42985 1.28484 -2.54674 0.42 0.31 1.04 -0.31
H 7.69451 1.22943 -1.27487 -0.82 -0.75 0.46 0.33
Se 3.59850 1.42141 3.67146 -0.67 -1.32 -0.09 -0.29
P -0.35768 0.21003 2.55774 -0.84 1.74 -0.79 -0.04
O -2.71603 6.77155 1.41298 0.96 -1.80 -0.05 -0.63
C -1.56581 3.27453 0.75261 0.47 -0.06 0.44 0.19
C 0.31382 3.33547 -2.50155 0.34 0.04 0.26 -1.24
H -2.62426 0.42144 -7.98510 -0.16 0.09 -0.58 0.39
C -2.59425 -0.46501 -7.38323 1.60 1.26 1.22 -0.63
N 1.25351 -0.98101 -0.75756 -0.03 0.69 2.06 -0.25
H 0.71277 4.23330 -1.96485 -0.69 -0.52 -0.44 0.31
O 0.37982 3.34233 2.21710 -1.37 -0.30 -0.25 -0.96
C 2.12057 -0.58372 1.24771 1.07 -1.15 -1.38 0.42
C -4.75330 1.33404 -0.78595 -0.90 0.62 -0.52 0.30
C 4.36242 -4.60619 4.00447 0.34 0.42 -0.63 -0.38
C -4.01874 -1.70835 2.20050 0.71 2.82 0.24 -0.52
C 5.65020 1.50617 -0.55996 -0.18 -0.62 -0.07 -0.50
C -1.64892 -0.99826 2.21532 -1.84 -1.28 -0.19 0.25
C -1.52578 -1.53947 -5.38867 0.32 2.35 -2.19 0.44
C 0.19712 0.09073 4.23830 0.78 -0.49 0.91 0.59
O -0.81847 5.81929 2.13466 -0.41 -1.15 -0.63 -0.51
Cl -4.29415 5.47747 -1.08031 0.01 -0.19 0.10 -0.12
H 0.95320 -2.97468 -2.99456 -0.36 -0.08 0.30 0.45
H -0.77038 3.34196 -2.74968 0.61 0.35 0.48 0.12
C -3.16462 4.38156 -0.47536 2.81 -0.46 2.43 0.25
C -4.06652 2.29291 -1.50513 0.01 1.98 -1.90 -0.79
H -0.29976 4.95450 2.00776 -0.29 1.01 0.41 0.44
N -1.99403 2.45138 -0.25298 -1.30 0.42 1.51 0.77
H 3.75983 -2.91382 1.12019 -0.18 -0.07 -0.65 0.53
H -1.04002 0.50387 -6.23167 -0.61 -1.14 0.03 0.23
H -6.50488 0.03828 -0.73367 0.47 1.38 -0.66 0.27
C 1.20030 -0.71310 -4.40956 -0.44 1.71 1.73 -1.18
H -4.45483 -3.73750 1.55289 1.29 1.20 0.36 0.31
C 6.12751 -0.55600 1.29450 -0.07 2.46 -2.92 -0.72
H 0.29447 1.49637 7.37820 0.26 0.16 -0.54 0.39
N 0.33322 -0.25403 -0.04572 1.60 -2.01 1.63 0.55
C 1.61094 -1.20772 5.73040 -0.75 1.67 1.44 -0.67
C 6.90578 0.83862 -0.58802 -0.78 1.06 -0.01 -0.53
C 3.99719 -4.44393 2.65719 0.23 2.42 -0.14 -0.86
C 1.02566 -1.03434 4.50177 -0.14 0.44 0.32 -0.53
O -1.13985 1.63965 2.48108 0.23 -1.73 -0.24 -0.36
C -0.69277 2.80049 1.83116 0.74 1.60 -0.89 0.48
C -3.33384 -2.53191 -6.54848 -2.04 -0.24 -2.69 -0.53
H -4.06804 -1.58738 -8.34900 -1.03 -0.22 -0.86 0.47
C 1.34806 -0.24290 6.75804 0.53 -0.84 -1.85 -0.65
C -5.76859 2.28937 -3.24589 1.99 0.46 -1.15 -0.93
C 7.12189 -0.19233 0.29369 -2.59 -0.35 2.10 -0.61
H -4.23880 0.99394 0.08100 -0.24 -0.36 0.93 0.33
C 4.44837 -2.15045 4.33943 0.35 -1.36 0.27 -0.64
H -0.32489 -2.59115 1.48978 0.08 -0.15 0.04 0.38
C -3.64372 -2.96464 1.78027 -4.94 -0.13 0.33 -0.33
Ru -0.88068 0.98247 -1.16184 -0.29 -0.39 1.01 -0.21
C 4.61865 1.18602 0.35521 1.98 0.45 -0.45 -0.61
H 5.17904 -3.59282 5.78059 -0.83 -0.27 -0.80 0.34
C -3.41757 -1.52937 -7.53087 0.43 -1.13 1.70 -0.65
O 1.88670 1.93277 -1.36707 -0.13 -0.07 -0.08 -0.41
H -4.00166 -3.37501 -6.64963 -0.11 -0.11 0.00 0.37

***

(5)
19
Properties=species:S:1:pos:R:3:forces:R:3:nbo_charge:R:1 method="wB97M-V/def2-TZVPD" charge=0 homo_lumo_gap_ha=0.347 de_lowest_kcal_mol=78.8 e_tot_ev=-8460.936 fmax_ev_per_a=0.9
H 0.39661 -0.56154 2.66303 0.06 -0.08 0.89 0.00
O 2.37439 -1.36522 1.19755 0.14 0.00 0.09 -0.50
H 2.19691 0.71726 1.16244 -0.22 -0.09 -0.13 0.20
H -1.89345 0.90325 -2.47942 -0.04 0.07 0.16 0.20
H -2.51794 2.29382 -1.57643 0.05 -0.14 0.03 0.21
C 1.98618 -0.13549 0.50638 0.14 0.29 -0.16 -0.08
C 1.07053 -1.76759 1.02698 -0.25 -0.24 -0.33 0.15
C 0.58181 -0.68759 0.41091 0.18 -0.42 -0.37 -0.15
H 0.66410 -0.88866 3.28712 -0.16 0.43 0.17 -0.02
H -1.36562 1.46345 0.50511 0.06 -0.06 -0.13 0.20
H 0.72659 -2.70953 1.44542 0.04 0.13 -0.24 0.20
H -3.07442 0.65792 -1.18747 0.13 0.10 -0.03 0.20
H -1.47852 -0.97172 0.02577 0.11 0.06 -0.07 0.22
H -0.20128 1.69296 -0.79483 -0.11 -0.10 0.05 0.19
H -0.46491 -0.75806 -1.39208 -0.17 0.09 0.00 0.21
C -1.06118 1.08588 -0.47937 0.07 0.03 0.04 -0.39
C -0.64311 -0.38158 -0.37495 -0.06 -0.07 -0.10 -0.43
H 2.51022 -0.03126 -0.44735 0.08 -0.02 0.14 0.19
C -2.20030 1.25039 -1.48477 -0.05 0.03 -0.02 -0.60

***

(6)
20
Properties=species:S:1:pos:R:3:forces:R:3:nbo_charge:R:1 method="wB97M-V/def2-TZVPD" charge=0 homo_lumo_gap_ha=0.313 de_lowest_kcal_mol=35.6 e_tot_ev=-8932.465 fmax_ev_per_a=1.6 smiles="CC/C(C)=C/N.O"
O -6.49485 -0.45644 -2.45725 0.43 -0.01 -0.40 -0.93
H -0.09789 3.33813 0.07542 -0.09 0.06 0.14 0.38
C 0.81668 1.54253 -0.20816 0.80 -1.03 0.85 -0.02
C 1.46078 0.47954 0.31229 -1.18 -0.26 -0.25 -0.07
H 0.78721 -2.96799 -0.39723 0.71 0.15 -0.31 0.21
H -5.78915 -0.47865 -3.11584 -0.17 0.41 -0.13 0.46
H -6.33217 -1.29322 -2.02790 -0.27 -0.40 0.54 0.46
C 0.73558 -1.97118 0.03901 0.04 0.36 1.22 -0.61
C 1.58796 -0.80991 -0.51563 -0.55 0.37 1.04 -0.42
H 1.17110 -0.66880 -1.51052 0.96 0.40 -0.41 0.21
H 1.55981 1.26842 2.33619 0.64 0.10 -0.05 0.20
N 0.59400 2.73856 0.48832 0.06 -0.01 -1.30 -0.83
C 1.80887 0.36278 1.78057 -1.04 -0.14 0.04 -0.65
H 2.78648 -0.03543 2.05118 0.24 0.36 -0.29 0.22
H -0.32328 -1.72690 -0.03472 -0.11 0.33 0.06 0.20
H 2.66086 -0.96087 -0.38185 0.07 -0.88 -1.05 0.21
H 0.96741 -2.05095 1.11043 -0.23 -0.41 -0.25 0.20
H 0.49058 1.41408 -1.23437 -0.13 0.66 0.01 0.19
H 0.50320 2.62985 1.47128 -0.20 0.09 0.55 0.37
H 1.10682 -0.35355 2.21879 0.00 -0.15 0.01 0.21